Record 1
Computed, not measured: a cluster of 2 separate species, C4H14O3Si2 in total, with ωB97M-V with the def2-TZVPD basis set.

Properties
LUMO (alpha / beta) = -0.76 / -0.61 eV
HOMO energy (alpha / beta) = -7.71 / -7.88 eV
Frontier orbital gap (alpha / beta) = 6.954 / 7.269 eV
Charge = 0
Energy relative to the best compared isomer or geometry (same formula, charge and spin) = 0.0 kcal per mole

Structure (XYZ):
```
23
Properties=species:S:1:pos:R:3:forces:R:3
C 0.977857 1.026779 2.218626 2.0 1.7 0.8
C 2.163950 -2.756494 -0.301792 1.3 1.7 0.2
C 1.893463 1.971643 -1.886695 -2.6 -0.2 -1.7
C -3.968494 0.541292 0.355532 -0.9 -2.4 1.8
O 1.262328 -0.152061 1.536273 -0.3 -1.1 -1.9
O 2.055564 -1.370472 -0.734547 0.9 -1.0 -0.3
O 1.875239 1.424449 -0.594822 -0.6 -2.3 0.5
Si -3.015681 -0.970008 -0.435961 -0.5 0.9 0.5
Si 1.200294 -0.131621 -0.187728 0.1 2.1 1.7
H 1.353962 1.052720 3.281011 0.1 -0.5 -1.1
H -0.032080 1.315299 2.343318 -1.5 -0.2 -0.4
H 1.484799 1.813527 1.636032 -0.3 0.3 0.8
H 2.851523 -2.836313 0.551131 -0.4 0.3 0.1
H 2.648415 -3.331335 -1.072967 -0.3 -0.1 -0.6
H 1.190672 -3.061428 -0.043677 -1.0 -0.9 0.3
H 2.765305 2.529079 -2.034868 1.4 1.1 0.2
H 0.968552 2.735029 -2.003782 1.9 -2.0 -0.1
H 1.992066 1.186060 -2.748753 -0.9 1.2 1.5
H -4.531236 0.074139 1.255449 0.7 0.6 -1.3
H -3.439471 1.349263 0.816520 0.6 0.5 -0.2
H -4.746938 0.887530 -0.311322 0.1 0.2 -0.3
H -3.592783 -0.967235 -1.774971 0.2 -0.2 -0.6
H -3.357309 -2.329836 0.137982 0.2 0.6 0.1
```
Positions in Å, forces in eV/Å.



Record 2
Computed, not measured: a structure of composition C14H22Br6Cl8O4, with ωB97M-V with the def2-TZVPD basis set.

Properties
LUMO = -0.40 eV
HOMO energy = -9.59 eV
Frontier orbital gap = 9.198 eV
Charge = 0
Energy relative to the best compared isomer or geometry (same formula, charge and spin) = 71.8 kcal per mole

Structure (XYZ):
```
54
Properties=species:S:1:pos:R:3:forces:R:3
O 13.696500 -10.952971 12.450292 0.2 2.2 0.7
C 14.533285 -10.252785 11.929839 -0.7 0.2 2.0
O 15.507904 -10.790842 11.201838 1.7 1.1 0.3
C 16.370864 -9.751741 10.656817 0.3 -0.4 0.8
C 15.638913 -8.451254 10.894066 -0.1 1.1 0.5
C 14.627574 -8.744266 12.016449 0.1 -0.8 -1.1
H 16.618887 -10.005960 9.632021 -0.3 0.0 -0.1
H 17.295325 -9.761732 11.237352 0.0 -0.2 0.0
H 15.152411 -8.064282 10.001651 0.1 0.0 0.0
H 16.345965 -7.721834 11.290144 0.0 0.2 -0.5
H 13.603557 -8.407461 11.866859 0.2 0.4 -0.1
H 14.964565 -8.375538 12.982409 0.0 -0.3 0.1
O 10.385179 -11.977776 11.363543 0.0 0.4 0.0
C 11.534573 -12.263986 11.189389 -0.4 -0.8 -0.4
O 12.332221 -11.610398 10.322939 -0.4 0.3 -0.7
C 13.607612 -12.249142 10.201216 0.3 -0.6 0.2
C 13.745747 -13.153202 11.438463 -2.2 -0.5 -1.6
C 12.283744 -13.428592 11.800642 0.6 0.8 0.0
H 14.385885 -11.489536 10.180313 -1.0 -0.8 -0.8
H 13.677453 -12.822167 9.275209 -0.4 -0.1 -0.1
H 14.225772 -12.665853 12.284864 -1.0 -0.1 -2.1
H 14.241318 -14.086744 11.181777 -1.2 0.4 -0.4
H 12.102129 -13.370201 12.872079 -0.1 -0.5 0.0
H 12.011346 -14.383663 11.355851 -0.6 0.1 0.2
C 9.370789 -7.940558 11.809790 -0.3 -0.5 0.3
Cl 8.896927 -9.203129 12.960758 0.1 0.2 0.0
Cl 11.027119 -8.258896 11.220147 -0.4 0.3 0.0
H 8.654280 -7.999803 10.999420 0.3 0.1 -0.3
H 9.293306 -6.989167 12.322268 0.4 0.1 -0.1
C 10.980274 -11.595653 14.945864 0.1 -0.8 0.0
Cl 9.317149 -12.059748 14.572452 0.2 0.2 0.1
Cl 11.874157 -13.062380 15.515550 -0.1 0.3 0.0
H 11.498041 -11.243411 14.060668 -0.2 0.1 -0.1
H 11.006876 -10.861822 15.739609 -0.1 0.0 0.1
C 12.980624 -8.763926 7.979405 -0.8 -0.6 -0.3
Cl 14.584350 -9.433891 7.788042 0.5 -0.3 0.0
Cl 12.937472 -7.069434 7.550385 -0.1 0.4 0.2
H 12.334454 -9.307590 7.294547 0.0 0.1 0.0
H 12.594931 -8.945781 8.979852 0.3 0.2 0.1
C 15.272678 -13.770641 13.139823 1.4 -1.2 1.3
Cl 16.092959 -14.679184 14.432649 0.2 0.1 0.2
Cl 16.156492 -13.962609 11.610061 2.5 -0.4 0.8
H 14.274460 -14.182909 13.070759 0.5 -0.4 0.3
H 15.245459 -12.720584 13.401344 0.4 -0.1 0.5
C 13.588461 -8.616576 15.971467 0.1 0.2 0.0
Br 12.367278 -8.085206 14.564554 0.2 -0.2 0.2
Br 15.115874 -7.400907 16.091190 -0.3 -0.4 -0.2
Br 14.076767 -10.495663 15.861841 0.0 0.8 0.1
H 13.042878 -8.448511 16.888088 0.1 -0.3 0.1
C 13.444346 -5.076135 10.785906 -0.3 0.7 0.7
Br 13.783011 -5.123537 12.708787 0.1 0.0 -0.4
Br 14.780247 -4.017525 9.868522 -0.3 -0.4 0.1
Br 11.642922 -4.347139 10.501202 0.7 -0.4 -0.1
H 13.493835 -6.109421 10.472151 -0.2 0.1 -0.4
```
Positions in Å, forces in eV/Å.



Record 3
Computed, not measured: the ion CHNO5S with charge -2, with ωB97M-V with the def2-TZVPD basis set.

Properties
LUMO = 6.80 eV
HOMO energy = -0.16 eV
Frontier orbital gap = 6.951 eV
Charge = -2
Energy relative to the best compared isomer or geometry (same formula, charge and spin) = 37.0 kcal per mole

Structure (XYZ):
```
9
Properties=species:S:1:pos:R:3:forces:R:3
C -0.123866 0.554191 1.016421 0.9 -0.5 0.0
N -1.001920 1.053059 0.292308 -1.6 0.5 -1.3
O -1.880846 1.990587 0.369305 1.3 -1.3 0.2
O 0.779533 -1.240605 -1.001079 0.0 1.1 0.8
O -1.359263 0.390148 -1.211167 -1.3 0.9 -0.6
O 1.012331 -1.829318 1.340947 -0.2 2.0 -1.1
O 2.330120 0.059241 0.430546 -0.6 -0.1 -0.3
S 1.050475 -0.668474 0.356958 0.6 -2.8 1.3
H -0.806560 -0.308827 -1.594240 0.8 0.1 1.1
```
Positions in Å, forces in eV/Å.